Formula: C5H14NOS
Source: the OMol25 dataset
Level of theory: ωB97M-V with the def2-TZVPD basis set

Structure (XYZ):
```
22
Properties=species:S:1:pos:R:3:forces:R:3:nbo_charge:R:1
C -1.382468 -1.196620 -0.282527 2.18 -1.31 -0.69 -0.437
C -0.268472 -1.762024 -1.347478 -1.34 1.21 -0.33 -0.513
S 0.927018 -0.685795 -2.183878 0.09 0.31 0.11 -0.705
C -1.525478 0.304242 -0.253512 0.52 0.76 -0.09 -0.277
N -1.557196 0.876541 1.111878 -0.11 -0.05 -1.64 -0.650
C -0.519485 1.859365 1.428868 0.17 -0.49 0.89 -0.203
C 0.892170 1.829377 0.775050 -0.65 -0.44 0.03 -0.660
H -1.045559 -1.676521 0.655519 -0.39 0.82 0.11 0.183
H -2.194434 -1.803809 -0.650065 -1.01 0.39 0.42 0.189
H -0.983115 -2.058775 -2.125181 0.79 -0.83 -0.12 0.169
H 0.262794 -2.569244 -0.865829 -0.21 -0.55 -0.04 0.171
H -2.309392 0.693858 -0.907499 -0.79 -0.32 0.37 0.168
H -0.674208 0.720017 -0.822229 0.17 -0.34 0.46 0.237
H -1.744354 0.131794 1.759189 0.60 0.20 0.40 0.357
H -0.922061 2.851712 1.266792 -0.25 0.37 0.06 0.157
H -0.346488 1.739109 2.504848 -0.21 0.33 0.00 0.173
H 1.023230 0.977366 0.108203 0.23 -0.19 0.20 0.265
H 1.036949 2.698971 0.135885 0.12 0.15 0.13 0.196
H 1.625458 1.813085 1.587564 0.14 0.02 -0.39 0.194
H 3.294461 -0.957230 -1.075874 -0.44 0.25 -0.10 0.495
H 2.886160 -2.258559 -0.487518 0.53 0.82 0.18 0.469
O 3.524473 -1.526858 -0.332208 -0.13 -1.09 0.06 -0.978
```
Positions in Å, forces in eV/Å.

Summary:
orbital gap = 6.68 eV
charge = -1
HOMO energy = -2.7690 eV
LUMO = 0.1437 Ha

Formula: C5H14NOS
Source: the OMol25 dataset
Level of theory: ωB97M-V with the def2-TZVPD basis set

Structure (XYZ):
```
22
Properties=species:S:1:pos:R:3:forces:R:3:nbo_charge:R:1
C -0.779841 0.674108 0.211023 0.42 2.43 3.50 -0.069
O 0.565535 1.103615 0.239247 0.83 -0.93 -0.45 -0.720
C -1.378192 0.099558 -1.015144 2.55 3.61 -2.94 -0.269
C -2.845896 -0.039828 -0.646710 -0.90 -0.57 -4.35 0.480
C -3.930653 0.236286 -1.712266 1.08 1.65 0.54 -0.800
S 3.491368 0.492226 1.637862 3.50 0.72 4.43 -0.127
C 5.014381 -0.602798 1.850229 1.29 0.72 -5.58 -0.698
N -0.509377 -1.045129 -1.363101 -0.90 1.43 2.19 -0.629
H -1.050730 -0.025812 1.044988 0.43 0.58 -0.25 0.164
H -1.241281 1.676129 0.378009 -0.78 -0.86 0.32 0.198
H 1.174850 0.781259 0.960887 -1.38 -0.16 -0.95 0.520
H -1.018819 0.863253 -1.947058 -2.24 -1.63 2.34 0.271
H -4.707932 0.946707 -1.405726 -0.21 -0.37 1.16 0.319
H -3.180038 -0.476686 0.307682 0.34 0.32 -0.18 0.232
H -3.690138 0.768347 -2.638684 1.48 -0.28 0.25 0.276
H -4.503075 -0.580971 -2.112712 -0.27 -1.26 0.67 0.327
H 4.939549 -1.231537 0.899632 0.41 0.17 1.65 0.214
H 4.873739 -1.097326 2.721340 -0.20 -2.00 2.23 0.198
H 6.080317 -0.143024 1.791142 -2.21 -0.12 0.24 0.234
H -0.695771 -1.593285 -0.568606 1.03 -1.75 1.84 0.340
H 4.420119 0.734991 3.346066 -2.77 0.56 -3.01 0.190
H -1.028114 -1.540084 -1.978100 -1.47 -2.27 -3.67 0.351
```
Positions in Å, forces in eV/Å.

Summary:
orbital gap = 3.77 eV
charge = +1
HOMO energy = -11.5849 eV
LUMO = -0.2873 Ha

Formula: C5H14NP
Source: the OMol25 dataset
Level of theory: ωB97M-V with the def2-TZVPD basis set

Structure (XYZ):
```
21
Properties=species:S:1:pos:R:3:forces:R:3:nbo_charge:R:1
C 1.242302 -0.223197 0.704357 1.68 -1.24 -1.64 -0.615
C 0.057879 -2.311734 0.341101 0.57 0.54 -0.59 -0.621
C 0.489531 -0.971302 -1.710613 -1.82 0.75 -0.38 -0.613
C -0.945182 3.235166 0.506782 -0.70 -4.22 0.69 -1.065
C 0.224259 -0.867484 -0.240681 -1.61 0.02 2.50 0.114
N -0.962490 -0.005123 -0.045138 -1.05 -0.31 0.74 -0.879
P 0.508035 3.017585 1.567981 0.14 0.72 0.42 0.322
H 1.054345 -0.261981 1.764437 -0.80 -0.25 0.29 0.213
H 2.194967 -0.806079 0.579901 -0.32 1.05 0.01 0.198
H 1.260170 0.807915 0.432590 0.90 0.70 -0.19 0.217
H 1.070356 -2.823402 0.080005 -1.99 0.32 0.79 0.210
H -0.829946 -2.782709 -0.149353 0.86 -0.07 0.56 0.208
H -0.091858 -2.151963 1.449216 0.16 -0.81 -1.17 0.209
H -0.379923 -1.572968 -2.120512 1.10 0.69 0.10 0.207
H 0.597359 -0.021573 -2.274010 -0.19 -0.40 0.53 0.218
H 1.369472 -1.509120 -1.792478 1.80 -1.23 -0.73 0.211
H -0.733906 2.331630 -0.221152 -0.99 1.69 1.05 0.273
H -1.129376 4.105488 -0.014250 0.03 2.05 -1.07 0.229
H -1.904693 2.989338 1.105435 1.41 0.19 -0.95 0.235
H -1.626287 0.016405 -0.819052 0.17 -0.41 0.34 0.366
H -1.465014 -0.194894 0.855433 0.64 0.20 -1.30 0.365
```
Positions in Å, forces in eV/Å.

Summary:
orbital gap (alpha / beta) = 8.68 / 8.68 eV
multiplicity = 3
HOMO energy (alpha / beta) = -7.7534 / -8.9831 eV
LUMO (alpha / beta) = 0.0339 / -0.0111 Ha

Formula: C5H14NS
Source: the OMol25 dataset
Level of theory: ωB97M-V with the def2-TZVPD basis set

Structure (XYZ):
```
21
Properties=species:S:1:pos:R:3:forces:R:3:nbo_charge:R:1
C 2.905197 -1.119321 1.090939 -0.12 -0.15 -0.36 -0.702
S 1.239987 -1.187370 0.312272 -0.03 1.93 0.24 0.090
C 0.795042 0.578534 0.801750 -1.45 -0.10 0.81 -0.520
C -0.535766 1.269530 0.324369 0.21 0.18 0.54 -0.454
C -1.210419 0.672780 -0.938733 1.07 2.67 0.83 -0.074
C -2.276221 1.671260 -1.379919 0.64 0.01 -0.39 -0.629
N -1.766431 -0.643095 -0.530284 1.46 -0.95 0.68 -0.690
H 3.560325 -1.322030 0.247315 0.33 -0.43 0.42 0.243
H 2.927301 -1.837859 1.905900 0.30 -0.13 -0.24 0.243
H 3.204220 -0.140595 1.482898 -0.62 -0.09 -0.15 0.240
H 1.608619 1.272744 0.603958 0.20 -0.44 -0.17 0.233
H 0.627124 0.494932 1.877755 0.66 0.15 0.01 0.230
H -0.320178 2.354666 0.302622 0.30 -0.49 -1.29 0.262
H -1.274300 1.440159 1.121521 -0.16 -1.26 0.25 0.220
H -0.343885 0.597624 -1.614747 -0.85 -0.79 -0.34 0.250
H -3.020282 1.734134 -0.593189 -0.52 -0.08 -0.15 0.218
H -2.682391 1.520852 -2.388405 -0.14 -0.16 0.47 0.244
H -1.780316 2.648070 -1.367796 -0.16 -0.17 -0.25 0.249
H -2.531974 -0.559872 0.143323 -0.37 0.13 -0.53 0.444
H -1.941949 -1.294657 -1.294914 -0.54 0.17 -0.08 0.451
H -1.021121 -1.111043 0.036604 -0.22 0.00 -0.29 0.453
```
Positions in Å, forces in eV/Å.

Summary:
orbital gap = 9.26 eV
charge = +1
HOMO energy = -12.5420 eV
LUMO = -0.1206 Ha

Formula: C5H14NS
Source: the OMol25 dataset
Level of theory: ωB97M-V with the def2-TZVPD basis set

Structure (XYZ):
```
21
Properties=species:S:1:pos:R:3:forces:R:3:nbo_charge:R:1
C -1.341591 -2.182307 -0.562394 -0.52 -0.28 -0.11 -0.611
C 0.077290 -1.779280 -0.182596 0.27 -0.35 -0.67 -0.421
C 0.205972 -1.488462 1.292878 0.10 0.49 0.68 -0.486
S 1.645804 -0.377563 1.702658 -0.61 -0.24 0.21 -0.077
H -1.490658 -2.356041 -1.633427 0.33 0.19 0.10 0.230
H -2.065777 -1.419243 -0.258671 0.09 0.02 -0.01 0.197
H -1.666010 -3.111460 -0.095297 0.16 -0.02 0.24 0.228
H 0.801516 -2.545956 -0.475990 -0.13 0.01 0.02 0.232
H 0.344670 -0.915467 -0.799864 0.10 0.17 0.15 0.170
H 0.336535 -2.374713 1.907981 -0.10 -0.18 -0.22 0.242
H -0.699554 -0.987209 1.635451 0.02 0.05 0.10 0.208
H 1.212546 -0.071098 2.950428 0.21 -0.11 -0.33 0.153
C 0.000462 1.768511 -1.605037 0.08 0.25 0.27 -0.432
C 0.668067 2.945985 0.397423 0.07 -0.30 0.25 0.128
N 0.458922 1.851761 -0.208593 -1.61 0.03 -0.05 -0.408
H -0.899720 1.159863 -1.657373 0.05 -0.03 0.05 0.245
H 0.797315 1.311984 -2.190096 -0.09 0.07 -0.08 0.251
H -0.216824 2.785804 -1.923960 0.07 -0.14 -0.30 0.230
H 0.464888 3.893108 -0.087900 0.42 0.01 -0.17 0.225
H 1.018786 2.901125 1.421857 -0.18 0.04 0.08 0.234
H 0.347360 0.990659 0.372522 1.28 0.32 -0.22 0.460
```
Positions in Å, forces in eV/Å.

Summary:
orbital gap = 8.29 eV
charge = +1
HOMO energy = -13.1281 eV
LUMO = -0.1778 Ha

Formula: C5H14NS
Source: the OMol25 dataset
Level of theory: ωB97M-V with the def2-TZVPD basis set

Structure (XYZ):
```
21
Properties=species:S:1:pos:R:3:forces:R:3:nbo_charge:R:1
C -2.391146 1.190384 0.461267 -2.07 -0.20 0.62 0.001
C -2.374583 -1.052016 0.327010 -2.73 -2.79 -3.12 -0.485
C 0.857153 -1.574561 -0.225803 -1.10 4.13 1.54 -0.632
C 2.670675 0.351630 0.726088 -1.30 1.56 0.83 -0.752
C 1.016009 1.327640 -1.178402 0.75 0.48 -0.43 -0.798
N -1.690167 0.197763 0.129296 -1.47 -1.13 0.26 -0.472
S 0.909078 0.233404 0.220007 1.15 -0.44 1.60 0.861
H -3.560110 1.193163 0.756172 2.80 -0.21 -0.61 0.189
H -1.826166 2.071613 0.554041 0.11 1.72 -0.14 0.171
H -3.477702 -1.032515 0.493273 0.65 0.86 0.45 0.210
H -2.465466 -1.842986 -0.546942 1.06 1.93 0.77 0.213
H -1.986948 -1.687382 1.063993 1.02 -0.34 1.52 0.213
H 0.665100 -2.031589 0.670787 -0.81 -1.09 2.24 0.243
H 1.744087 -1.859706 -0.543475 4.08 -1.24 -2.04 0.228
H 0.081457 -1.585865 -0.864600 -2.55 -0.81 -2.37 0.241
H 2.707139 1.402645 1.121093 0.24 -1.00 -0.15 0.250
H 3.227112 0.340703 -0.183742 0.92 -0.56 -0.26 0.239
H 2.893865 -0.354013 1.549102 0.00 0.26 -0.82 0.267
H 1.506060 0.880612 -2.035533 1.30 0.04 0.30 0.260
H 1.383612 2.333310 -0.812406 0.00 -1.40 -0.46 0.278
H 0.110947 1.497761 -1.681220 -2.04 0.22 0.29 0.274
```
Positions in Å, forces in eV/Å.

Summary:
orbital gap = 10.98 eV
charge = +1
HOMO energy = -13.6447 eV
LUMO = -0.0978 Ha

Formula: C5H14O
Source: the OMol25 dataset
Level of theory: ωB97M-V with the def2-TZVPD basis set

Structure (XYZ):
```
20
Properties=species:S:1:pos:R:3:forces:R:3:nbo_charge:R:1
C 1.660924 -0.692070 0.067524 2.93 0.59 3.42 -0.655
C 0.474986 -1.439328 0.624885 0.08 0.81 1.99 0.092
C 0.164170 -1.040218 2.129724 -1.84 1.36 0.40 -0.657
O -0.589591 -1.244786 -0.245954 -1.08 -3.36 0.13 -0.733
H 1.890687 0.426758 0.371819 -0.60 -2.59 -0.31 0.210
H 1.714162 -0.810086 -0.922406 -1.02 0.45 -4.40 0.217
H 2.590562 -1.305045 0.119697 -0.06 0.50 1.54 0.222
H 0.617028 -2.537734 0.677966 0.20 0.63 -0.47 0.186
H 0.448664 -0.013967 2.466322 0.20 -0.45 -0.87 0.201
H -0.957343 -1.004793 2.334585 1.19 -0.41 -0.64 0.219
H 0.547438 -1.650120 2.942630 0.40 -0.62 -0.43 0.216
H -0.829509 -0.385159 -0.472535 -0.01 2.16 0.03 0.485
C -1.592844 1.240727 -1.753598 3.10 -2.07 1.42 -0.625
C -0.464677 1.563510 -0.711951 1.30 4.19 -0.21 -0.711
H -2.350831 0.573780 -1.449878 -0.89 -0.76 0.62 0.210
H -2.002251 2.012179 -2.271122 -1.23 2.79 -0.75 0.216
H -1.026825 0.745906 -2.514908 0.11 -0.75 -0.75 0.215
H -0.189489 2.670384 -0.947398 -0.24 -1.53 0.00 0.225
H -0.676966 1.790609 0.358856 -0.41 -1.12 -0.58 0.226
H 0.571706 1.099454 -0.804259 -2.14 0.18 -0.14 0.241
```
Positions in Å, forces in eV/Å.

Summary:
orbital gap = 11.06 eV
HOMO energy = -10.0529 eV
LUMO = 0.0369 Ha

Formula: C5H14O2
Source: the OMol25 dataset
Level of theory: ωB97M-V with the def2-TZVPD basis set

Structure (XYZ):
```
21
Properties=species:S:1:pos:R:3:forces:R:3:nbo_charge:R:1
C -0.804243 1.711547 -0.651971 0.16 1.58 0.48 -0.614
C 0.194519 0.579703 -0.755026 -0.39 -1.25 0.31 -0.221
C -0.483419 -0.662431 -1.406553 0.23 1.06 0.54 -0.614
C 0.750454 0.184552 0.635828 0.69 0.50 -1.61 -0.410
C 1.956459 -0.742893 0.531799 0.24 -0.13 2.01 -0.062
O 3.148566 -0.044677 0.168337 -0.71 0.47 -0.41 -0.729
H -0.290932 2.578880 -0.205712 -0.14 -0.14 0.09 0.202
H -1.231883 2.140033 -1.559909 0.28 -0.54 -0.49 0.211
H -1.679964 1.526764 -0.024211 0.22 -0.49 0.17 0.209
H 1.066478 0.881349 -1.336739 -0.07 0.13 -0.16 0.204
H -1.500248 -0.669187 -1.011010 -0.15 -0.22 -0.38 0.216
H -0.027460 -1.601450 -1.105709 0.20 -0.06 -0.23 0.198
H -0.444589 -0.523538 -2.484645 -0.34 -0.36 -0.09 0.208
H 1.160057 1.078286 1.115163 -0.30 0.03 0.25 0.214
H -0.018022 -0.268783 1.254499 -0.12 -0.05 0.11 0.203
H 2.085759 -1.037603 1.592382 0.12 -0.46 -0.36 0.153
H 1.852722 -1.650892 -0.062094 -0.35 0.11 -0.20 0.164
H 3.852845 -0.684648 0.201342 0.43 -0.20 -0.04 0.467
O -3.028063 -1.019316 1.362210 0.31 -0.07 -0.25 -0.936
H -2.606526 -0.927912 2.217145 0.11 0.02 0.20 0.469
H -3.952500 -0.847775 1.524869 -0.41 0.07 0.04 0.470
```
Positions in Å, forces in eV/Å.

Summary:
orbital gap = 10.69 eV
HOMO energy = -9.9858 eV
LUMO = 0.0260 Ha

Record order is preserved below.
Molecular weight: 136.24 136.24 119.15 120.24 120.24 120.24 90.17 106.16 g mol⁻¹